# 1
{"formula": "C25H24BI2MoN9O", "method": "ωB97M-V with the def2-TZVPD basis set", "elements": ["Mo", "C", "C", "C", "C", "N", "N", "B", "N", "C", "C", "C", "C", "N", "N", "C", "C", "C", "C", "N", "N", "C", "C", "C", "C", "N", "H", "H", "H", "H", "H", "H", "H", "H", "H", "H", "H", "H", "H", "H", "H", "H", "H", "H", "H", "H", "I", "C", "C", "C", "I", "C", "C", "C", "C", "N", "C", "C", "O", "H", "H", "H", "H"], "positions_angstrom": [[-0.183, -0.127, -1.177], [-1.519, 2.373, -3.382], [-1.419, 2.676, -1.929], [-1.703, 3.846, -1.248], [-1.424, 3.589, 0.088], [-1.011, 2.324, 0.210], [-0.993, 1.751, -1.029], [-0.490, 1.535, 1.470], [1.012, 1.204, 1.165], [2.161, 1.572, 1.742], [3.227, 1.135, 0.963], [2.671, 0.483, -0.118], [3.333, -0.164, -1.285], [1.321, 0.515, 0.014], [-1.285, 0.154, 1.467], [-2.030, -0.382, 2.437], [-2.604, -1.562, 1.980], [-2.159, -1.722, 0.679], [-2.454, -2.797, -0.307], [-1.346, -0.680, 0.384], [-0.749, 2.274, 2.715], [-1.945, 2.774, 3.164], [-1.727, 3.357, 4.372], [-0.343, 3.164, 4.632], [0.436, 3.605, 5.826], [0.235, 2.518, 3.638], [-1.928, 3.234, -3.905], [-0.540, 2.156, -3.815], [-2.179, 1.524, -3.572], [-2.066, 4.768, -1.669], [-1.491, 4.221, 0.958], [2.111, 2.116, 2.673], [4.273, 1.293, 1.165], [4.298, 0.306, -1.466], [3.512, -1.226, -1.106], [2.750, -0.054, -2.204], [-2.106, 0.114, 3.392], [-3.272, -2.207, 2.523], [-3.431, -3.230, -0.101], [-2.481, -2.417, -1.332], [-1.719, -3.603, -0.250], [-2.852, 2.680, 2.586], [-2.452, 3.851, 4.995], [-0.219, 4.098, 6.542], [0.896, 2.750, 6.321], [1.212, 4.311, 5.536], [-0.383, -1.197, -6.195], [0.344, -2.370, -4.681], [0.877, -3.636, -4.920], [1.388, -4.473, -3.908], [2.117, -6.267, -4.444], [1.374, -4.023, -2.531], [1.841, -4.725, -1.405], [1.750, -4.142, -0.160], [1.195, -2.863, -0.024], [0.748, -2.187, -1.072], [0.839, -2.757, -2.296], [0.337, -1.946, -3.351], [-0.139, -0.761, -2.975], [0.902, -4.002, -5.939], [2.270, -5.714, -1.506], [2.103, -4.658, 0.722], [1.111, -2.380, 0.943]], "forces_ev_per_angstrom": [[0.1, -0.1, 0.5], [0.0, 0.0, -0.1], [0.0, 0.1, 0.0], [0.0, 0.0, 0.0], [0.0, -0.1, 0.0], [0.0, 0.0, 0.2], [0.0, -0.1, -0.1], [-0.1, 0.1, -0.2], [0.0, 0.1, 0.1], [-0.1, 0.0, 0.0], [0.0, 0.0, 0.0], [0.1, 0.0, 0.1], [0.0, 0.0, -0.1], [0.0, 0.0, -0.1], [0.0, 0.0, 0.1], [0.1, 0.0, -0.1], [0.0, 0.0, 0.0], [0.0, -0.1, 0.1], [-0.1, 0.0, -0.1], [0.0, 0.0, -0.2], [0.1, 0.0, 0.1], [-0.1, 0.0, -0.1], [0.1, -0.1, 0.0], [0.0, 0.0, 0.0], [-0.1, 0.0, 0.0], [-0.1, 0.0, 0.0], [0.0, 0.0, 0.0], [0.0, 0.0, 0.0], [0.0, 0.0, 0.0], [0.0, 0.0, 0.0], [0.0, 0.0, 0.0], [0.0, 0.0, 0.0], [0.0, 0.0, 0.0], [0.0, 0.0, 0.0], [0.0, 0.0, 0.0], [0.0, 0.0, 0.0], [0.0, 0.0, 0.0], [0.0, 0.0, 0.0], [0.0, 0.0, 0.0], [0.0, 0.0, 0.0], [0.0, 0.0, 0.0], [0.0, 0.0, 0.0], [0.0, 0.0, 0.0], [0.0, 0.0, 0.0], [0.1, 0.0, 0.0], [0.1, 0.0, 0.0], [0.0, 0.1, -0.1], [0.2, -0.4, 0.1], [0.0, -0.1, -0.1], [-0.2, 0.3, 0.0], [0.0, -0.1, 0.0], [0.0, 0.0, 0.0], [0.0, 0.0, 0.1], [0.0, 0.1, 0.0], [0.0, -0.1, -0.1], [-0.1, 0.1, 0.0], [0.1, -0.2, 0.1], [-0.2, 0.4, -0.1], [0.0, 0.0, -0.1], [0.0, 0.0, 0.0], [0.0, 0.0, 0.0], [0.0, 0.0, 0.0], [0.0, 0.0, 0.0]], "lumo_ev": [-10.68, -12.46], "homo_ha": [-0.5900, -0.5900], "orbital_gap_ev": [5.379, 3.595], "total_charge": 3, "multiplicity": 4}

# 2
{"formula": "C25H24BrN3O", "method": "ωB97M-V with the def2-TZVPD basis set", "elements": ["C", "N", "C", "C", "C", "C", "C", "C", "H", "H", "C", "C", "C", "N", "C", "C", "C", "C", "C", "C", "H", "H", "H", "H", "H", "H", "C", "N", "C", "O", "C", "C", "C", "C", "C", "C", "H", "H", "H", "H", "Br", "H", "H", "H", "H", "H", "H", "C", "H", "H", "H", "H", "H", "H"], "positions_angstrom": [[1.408, 0.525, 5.358], [0.719, -0.507, 4.622], [0.276, -0.252, 3.344], [-0.520, -1.173, 2.650], [-0.918, -0.935, 1.350], [-0.560, 0.225, 0.676], [0.220, 1.148, 1.365], [0.628, 0.922, 2.664], [1.228, 1.676, 3.145], [0.517, 2.068, 0.885], [-0.992, 0.450, -0.752], [-2.055, 1.501, -0.869], [-2.450, 2.413, 0.065], [-3.447, 3.204, -0.441], [-3.719, 2.814, -1.720], [-4.641, 3.303, -2.637], [-4.694, 2.696, -3.873], [-3.853, 1.625, -4.192], [-2.937, 1.137, -3.288], [-2.857, 1.735, -2.030], [-2.296, 0.309, -3.548], [-3.929, 1.177, -5.172], [-5.398, 3.050, -4.611], [-5.291, 4.129, -2.388], [-3.910, 3.946, 0.055], [-2.100, 2.553, 1.069], [0.216, 0.831, -1.631], [1.274, -0.136, -1.476], [1.800, -0.828, -2.502], [1.457, -0.693, -3.660], [2.846, -1.836, -2.113], [3.922, -1.589, -1.270], [4.862, -2.570, -0.998], [4.731, -3.823, -1.570], [3.674, -4.086, -2.425], [2.749, -3.096, -2.698], [1.930, -3.274, -3.378], [3.575, -5.057, -2.884], [5.463, -4.586, -1.354], [5.693, -2.349, -0.346], [4.203, 0.126, -0.475], [1.534, -0.343, -0.523], [0.584, 1.824, -1.353], [-0.062, 0.847, -2.686], [-1.401, -0.490, -1.141], [-1.528, -1.674, 0.848], [-0.832, -2.091, 3.119], [0.130, -1.588, 5.375], [0.550, -1.601, 6.378], [0.356, -2.548, 4.905], [-0.959, -1.487, 5.459], [1.720, 0.131, 6.323], [2.306, 0.836, 4.820], [0.779, 1.407, 5.532]], "forces_ev_per_angstrom": [[0.0, 0.1, -0.1], [0.1, 0.0, 0.3], [0.0, 0.0, -0.2], [-0.1, -0.1, 0.2], [0.0, 0.1, 0.0], [-0.1, -0.1, -0.1], [-0.1, -0.1, -0.1], [0.1, 0.1, 0.2], [0.1, 0.1, 0.1], [0.1, 0.1, -0.1], [0.1, 0.3, -0.1], [0.1, -0.1, 0.2], [0.2, -0.2, 0.0], [-0.2, 0.3, 0.2], [0.1, -0.3, -0.4], [-0.1, 0.1, 0.0], [-0.1, 0.1, 0.0], [0.1, -0.2, -0.2], [0.0, 0.0, 0.0], [-0.3, 0.4, 0.1], [0.1, -0.1, -0.1], [0.0, 0.0, -0.1], [-0.1, 0.0, 0.0], [-0.1, 0.1, 0.0], [0.1, -0.1, -0.1], [0.0, 0.0, 0.2], [-0.1, -0.1, -0.1], [-0.3, 0.0, 0.2], [0.1, 0.0, 0.3], [-0.1, -0.1, -0.3], [0.2, 0.0, -0.1], [-0.1, 0.2, 0.1], [0.0, 0.0, 0.1], [0.0, 0.0, 0.0], [0.0, 0.0, 0.0], [0.0, 0.0, 0.0], [-0.1, 0.0, -0.1], [0.0, -0.1, 0.0], [0.1, -0.1, 0.0], [0.0, 0.0, 0.0], [0.2, -0.1, 0.0], [0.2, -0.1, -0.2], [-0.1, 0.0, -0.1], [0.0, 0.1, 0.1], [0.1, 0.0, 0.0], [0.0, -0.1, -0.1], [0.0, -0.1, 0.1], [-0.1, -0.1, -0.1], [0.0, 0.0, 0.0], [-0.1, 0.0, 0.1], [0.0, -0.1, 0.0], [0.0, 0.0, 0.0], [0.0, 0.1, 0.1], [0.0, 0.1, 0.0]], "lumo_ev": 0.58, "homo_ha": -0.2819, "de_lowest_kj_mol": 0.0, "orbital_gap_ev": 8.246, "smiles": "CN(C)c1ccc([C@H](CNC(=O)c2ccccc2Br)c2c[nH]c3ccccc23)cc1"}

# 3
{"formula": "C25H24CeF5IN2O8", "method": "ωB97M-V with the def2-TZVPD basis set", "elements": ["Ce", "O", "C", "O", "C", "C", "C", "C", "C", "O", "C", "C", "O", "O", "H", "H", "H", "H", "H", "H", "H", "H", "C", "C", "N", "C", "C", "C", "O", "C", "C", "N", "C", "C", "C", "C", "C", "C", "I", "C", "O", "H", "H", "H", "H", "H", "H", "H", "H", "H", "H", "H", "H", "F", "C", "F", "C", "F", "F", "F", "C", "O", "H", "H", "H", "H"], "positions_angstrom": [[-0.798, -0.444, -0.283], [-3.292, 1.278, 1.956], [-3.030, 0.195, 1.455], [-2.889, -0.019, 0.205], [-3.012, -1.079, 2.363], [-3.026, -2.353, 1.501], [-3.349, -3.577, 2.377], [-2.002, -3.789, 3.094], [-1.195, -2.601, 2.549], [-1.634, -2.525, 1.196], [-1.696, -1.275, 3.155], [-0.546, -0.231, 2.931], [0.131, 0.062, 3.908], [-0.350, 0.126, 1.736], [-3.875, -1.006, 3.032], [-3.621, -2.279, 0.587], [-3.619, -4.429, 1.751], [-4.172, -3.372, 3.062], [-1.525, -4.721, 2.787], [-2.078, -3.768, 4.179], [-0.114, -2.730, 2.588], [-1.860, -1.348, 4.231], [2.578, -2.778, 2.179], [3.483, -1.754, 1.582], [4.729, -1.746, 1.933], [5.561, -0.799, 1.451], [5.134, 0.236, 0.680], [6.101, 1.278, 0.186], [7.422, 0.846, 0.435], [3.745, 0.322, 0.330], [3.167, 1.538, 0.045], [1.900, 1.661, -0.474], [1.683, 1.258, -1.864], [2.618, 1.725, -2.782], [2.444, 1.428, -4.118], [1.346, 0.677, -4.512], [0.452, 0.202, -3.568], [0.608, 0.447, -2.194], [-1.977, -2.448, -2.196], [2.895, -0.835, 0.604], [1.766, -1.029, 0.111], [3.148, -3.524, 2.725], [1.978, -3.255, 1.405], [1.914, -2.250, 2.866], [6.598, -0.883, 1.737], [5.912, 2.237, 0.702], [5.940, 1.433, -0.893], [8.041, 1.435, -0.007], [3.690, 2.453, 0.312], [3.453, 2.329, -2.448], [3.154, 1.784, -4.850], [1.188, 0.453, -5.558], [-0.385, -0.399, -3.903], [1.342, 2.955, 1.307], [1.067, 2.675, 0.023], [-0.256, 2.299, -0.023], [1.135, 4.042, -0.749], [2.412, 4.418, -0.928], [0.578, 3.975, -1.955], [0.533, 5.022, -0.080], [-2.471, 2.280, -2.865], [-2.094, 1.312, -1.909], [-3.159, 1.858, -3.607], [-1.558, 2.601, -3.370], [-2.942, 3.144, -2.386], [-2.860, 1.106, -1.334]], "forces_ev_per_angstrom": [[1.1, -0.3, -2.1], [0.4, -0.6, -0.4], [-1.7, 0.7, 3.4], [0.7, -0.2, -1.8], [0.0, 0.3, -0.7], [-1.4, -0.1, 0.1], [0.1, 0.1, -0.3], [0.2, 0.1, -0.1], [0.5, -0.4, 1.0], [0.3, 0.5, -0.6], [0.6, 0.6, -0.1], [-0.9, -1.3, 4.1], [-0.2, 0.1, -1.1], [0.5, 0.7, -2.1], [0.2, 0.0, -0.2], [0.3, 0.0, 0.2], [0.0, 0.0, 0.1], [0.0, 0.0, -0.1], [-0.1, 0.0, 0.1], [0.1, 0.0, 0.0], [-0.1, 0.0, -0.1], [0.1, 0.0, -0.2], [-0.1, 0.0, -0.1], [0.2, -0.8, 0.4], [-1.2, -0.6, 0.2], [0.5, 1.3, -0.8], [0.9, -0.3, 0.5], [-0.1, 0.2, -0.1], [0.1, 0.0, 0.0], [-0.5, 0.6, -0.4], [0.2, -0.7, 0.4], [-0.4, -0.4, 0.0], [0.1, -0.4, 0.4], [-0.1, 0.0, -0.2], [0.2, 0.0, -0.1], [0.0, 0.0, 0.1], [-0.5, -0.3, 0.4], [0.2, 0.3, -0.3], [0.2, 0.0, 0.0], [-0.2, 0.3, -0.7], [0.0, 0.2, 0.5], [0.0, 0.1, 0.0], [-0.1, -0.1, 0.0], [-0.1, -0.1, 0.1], [0.0, 0.0, -0.1], [0.0, -0.1, -0.1], [0.0, 0.0, 0.2], [-0.1, 0.0, 0.1], [0.0, 0.0, 0.0], [0.0, 0.0, 0.0], [0.0, 0.0, 0.0], [0.0, 0.0, 0.0], [0.0, 0.0, 0.0], [0.3, -0.3, -0.3], [-0.6, 1.4, 0.2], [0.5, -0.1, -0.2], [-0.1, 0.6, -0.3], [0.2, -0.3, 0.2], [-0.2, -0.3, 0.0], [-0.1, -0.3, 0.2], [0.1, 0.3, -0.5], [-0.6, -0.7, 1.1], [0.1, 0.0, 0.1], [-0.1, 0.0, 0.0], [0.1, -0.1, 0.0], [0.2, 0.2, -0.4]], "lumo_ev": [-1.95, -2.54], "homo_ha": [-0.3230, -0.3221], "de_lowest_kj_mol": 117.8, "orbital_gap_ev": [6.840, 6.230]}

# 4
{"formula": "C25H24Cl2N", "method": "ωB97M-V with the def2-TZVPD basis set", "elements": ["Cl", "C", "C", "C", "C", "C", "C", "C", "C", "C", "C", "C", "Cl", "C", "C", "C", "C", "H", "H", "H", "H", "H", "H", "H", "H", "H", "H", "H", "C", "C", "C", "N", "C", "C", "C", "C", "C", "C", "C", "H", "H", "H", "H", "H", "H", "H", "H", "H", "H", "H", "H", "H"], "positions_angstrom": [[0.931, -1.724, -5.914], [0.490, -1.010, -4.427], [1.413, -0.219, -3.724], [1.079, 0.279, -2.475], [-0.235, 0.131, -1.944], [-0.598, 0.756, -0.704], [-1.906, 0.782, -0.218], [-2.339, 1.339, 0.985], [-3.661, 1.204, 1.537], [-4.011, 1.913, 2.719], [-5.265, 1.796, 3.305], [-6.229, 0.966, 2.713], [-7.770, 0.810, 3.437], [-5.934, 0.268, 1.534], [-4.669, 0.385, 0.954], [-1.151, -0.657, -2.695], [-0.795, -1.229, -3.907], [2.382, -0.013, -4.173], [1.818, 0.800, -1.862], [0.211, 1.249, -0.160], [-2.676, 0.336, -0.839], [-1.644, 1.959, 1.552], [-3.266, 2.566, 3.177], [-5.513, 2.339, 4.215], [-6.703, -0.361, 1.090], [-4.447, -0.173, 0.045], [-2.162, -0.817, -2.315], [-1.500, -1.836, -4.470], [3.228, 2.958, -0.391], [3.145, 1.821, 0.614], [3.875, 2.134, 1.912], [2.515, 0.730, 0.387], [2.852, -0.448, 1.248], [2.384, -1.744, 0.646], [3.271, -2.622, 0.013], [2.797, -3.823, -0.524], [1.442, -4.155, -0.411], [0.557, -3.270, 0.216], [1.035, -2.073, 0.750], [3.714, 3.807, 0.100], [3.852, 2.674, -1.248], [2.243, 3.272, -0.756], [4.194, 3.181, 1.908], [3.219, 1.959, 2.779], [4.770, 1.501, 2.016], [3.940, -0.525, 1.396], [2.375, -0.356, 2.245], [4.328, -2.366, -0.051], [3.480, -4.510, -1.024], [1.073, -5.097, -0.811], [-0.500, -3.513, 0.303], [0.366, -1.376, 1.250]], "forces_ev_per_angstrom": [[0.0, 0.0, 0.0], [-0.1, 0.4, 0.7], [-0.1, -0.1, 0.0], [-0.2, 0.3, 0.1], [0.1, -0.4, -0.3], [-0.1, 0.1, -0.4], [-0.5, 0.1, 0.3], [0.2, -0.1, -0.6], [-0.7, 0.0, 0.1], [0.1, -0.1, -0.1], [0.1, -0.1, -0.2], [0.7, 0.2, -0.2], [0.0, 0.0, 0.0], [0.5, 0.1, -0.2], [-0.2, 0.1, 0.4], [0.0, 0.1, -0.2], [-0.1, 0.1, 0.3], [-0.2, -0.2, 0.2], [-0.2, -0.1, -0.3], [-0.1, -0.2, 0.0], [0.2, -0.1, 0.2], [0.0, -0.2, 0.0], [-0.2, -0.2, -0.1], [0.1, -0.1, -0.2], [0.2, 0.1, 0.0], [-0.2, 0.1, 0.3], [0.4, -0.1, -0.2], [0.1, 0.1, 0.2], [-0.3, -0.1, 0.1], [0.0, 0.1, 0.6], [0.2, -0.3, -0.1], [1.1, -0.2, -0.2], [-0.3, 0.5, 0.3], [0.0, -0.1, -0.2], [-0.4, 0.0, 0.0], [-0.2, 0.0, 0.1], [0.1, 0.3, 0.0], [0.2, 0.0, 0.0], [0.0, -0.4, -0.4], [-0.3, -0.1, -0.4], [-0.2, -0.1, 0.2], [0.2, -0.1, 0.0], [0.0, -0.4, 0.2], [0.3, -0.1, -0.3], [-0.2, 0.2, 0.1], [-0.3, 0.3, 0.0], [0.3, 0.1, -0.3], [-0.2, -0.1, 0.0], [-0.2, 0.2, 0.2], [0.1, 0.2, 0.1], [0.2, 0.0, 0.0], [0.0, -0.2, 0.0]], "lumo_ev": -5.54, "homo_ha": -0.4199, "de_lowest_kj_mol": 47.3, "orbital_gap_ev": 5.888, "total_charge": 1}